[1]
The following is a DFT calculation (ωB97M-V with the def2-TZVPD basis set) of a cluster of 8 separate species, C5H26N2O8 in total.

Properties
- Energy: -24966.687 eV
- E_HOMO: -0.3214 hartree
- Energy above the lowest of the compared OMol25 structures with the same formula, charge and spin: 226.0 kJ/mol
- 2S+1: 1
- Frontier orbital gap: 9.11 eV

XYZ file:
```
41
C5H26N2O8, DFT ωB97M-V with the def2-TZVPD basis set
O -2.027 -1.442 -0.226
O -3.629 -1.563 2.016
O 1.229 -2.752 -1.319
O 0.467 -0.481 -3.034
O 2.654 2.467 1.935
O 3.692 0.687 -0.079
O -4.605 -0.415 -0.580
O 2.315 1.014 -2.391
N -1.170 1.339 0.887
N 2.282 -1.495 1.156
C -1.557 -0.531 -0.857
C 0.961 -0.931 1.256
C -2.549 1.823 0.799
C -0.636 0.540 -0.190
C 0.768 0.088 0.133
H 1.275 -0.411 -0.677
H 0.292 -0.475 -3.973
H 2.812 0.953 -1.528
H -4.299 -1.241 -0.967
H -1.070 0.824 1.755
H 1.295 1.023 0.313
H 2.717 3.384 2.218
H -1.807 -0.149 -1.851
H 0.591 -2.169 -1.750
H -3.311 -0.907 2.645
H -2.813 -1.940 1.665
H -4.550 -0.631 0.361
H 0.812 -0.551 2.272
H 1.691 -3.276 -1.975
H 1.707 2.284 1.871
H 1.218 0.082 -2.769
H -0.478 1.199 -1.046
H -3.115 1.664 1.710
H 0.176 -1.690 1.135
H 3.632 1.518 0.415
H 2.229 1.942 -2.620
H -2.548 2.869 0.485
H 2.370 -2.140 0.390
H -3.116 1.318 0.015
H 2.801 -1.783 1.961
H 3.293 -0.042 0.440
```

Results of the Löwdin charge analysis, in e, for atoms 1 through 6:
1. O 0.039
2. O -0.051
3. O -0.045
4. O -0.069
5. O -0.045
6. O -0.079

[2]
The following is a DFT calculation (ωB97M-V with the def2-TZVPD basis set) of a cluster of 2 separate species, C2H6N2O3 in total.

Properties
- Energy: -11295.156 eV
- E_HOMO: -0.3922 hartree
- Energy above the lowest of the compared OMol25 structures with the same formula, charge and spin: 16.5 kJ/mol
- 2S+1: 1
- Frontier orbital gap: 11.21 eV

XYZ file:
```
13
C2H6N2O3, DFT ωB97M-V with the def2-TZVPD basis set
O 1.373 3.024 -1.457
O 0.957 0.910 0.539
O -1.564 -2.291 -0.091
N -1.289 -0.092 -0.643
N 0.081 -1.142 0.949
C 1.052 -0.195 1.033
C -0.997 -1.227 0.012
H 1.423 2.802 -0.512
H 1.891 2.339 -1.889
H 0.173 -2.023 1.437
H -1.965 -0.137 -1.388
H 1.956 -0.525 1.556
H -0.695 0.716 -0.512
```

Results of the Löwdin charge analysis, in e, for atoms 1 through 6:
1. O -0.074
2. O 0.010
3. O 0.065
4. N 0.201
5. N 0.135
6. C -0.291

> What is the E_HOMO in the second record?

-0.3922 hartree

> Which value of energy does entry 2 give?

-11295.156 eV

> energy of number 1 (C5H26N2O8)?

-24966.687 eV